a.
This record from the Open Molecules 2025 dataset describes a gas-phase ion, C4H11N2 (charge +1). The level of theory is wB97M-V/def2-TZVPD.

ORCA input file:
```
! RIJCOSX wB97M-V def2-TZVPD def2/J DEFGRID3
* xyz 1 1
N 1.91 -1.31 -1.32
N -0.51 2.06 0.44
C -0.14 -1.01 -0.07
C -1.04 0.97 1.26
C 0.65 -0.53 -0.98
C -1.38 -0.30 0.42
H 2.10 -1.40 -2.32
H 0.47 2.21 0.60
H -1.98 -0.04 -0.43
H -1.02 2.92 0.57
H 1.87 -2.19 -0.81
H -0.31 0.69 2.02
H -1.98 1.24 1.69
H 2.68 -0.74 -0.96
H -0.01 -1.99 0.36
H -1.89 -0.94 1.13
H 0.59 0.37 -1.58
*
```

## Properties
SMILES string   NCC/C=C/[NH3+]
Lowest unoccupied orbital energy   -3.7 eV
HOMO energy   -0.46597 Ha
HOMO-LUMO gap   9.02 eV

b.
This record from the Open Molecules 2025 dataset describes a gas-phase ion, C4H11N2 (charge +1). The level of theory is wB97M-V/def2-TZVPD.

ORCA input file:
```
! RIJCOSX wB97M-V def2-TZVPD def2/J DEFGRID3
* xyz 1 1
N 1.11 0.56 -0.81
N -0.97 1.29 0.13
C -0.85 0.19 1.05
C -2.03 -0.75 1.44
C 2.27 -0.28 -1.08
C -0.28 0.07 -0.56
H -0.03 0.17 1.82
H 1.26 1.05 0.14
H -0.80 -0.51 -1.38
H -1.97 1.46 -0.11
H 1.11 1.30 -1.61
H -2.15 -1.36 0.48
H -1.74 -1.42 2.30
H 2.59 -1.00 -0.13
H -2.95 -0.17 1.57
H 2.27 -0.98 -2.01
H 3.16 0.37 -1.23
*
```

## Properties
SMILES string   C[NH2+][C@@H]1N[C@H]1C
Lowest unoccupied orbital energy   -3.3 eV
HOMO energy   -0.51671 Ha
HOMO-LUMO gap   10.78 eV

c.
This record from the Open Molecules 2025 dataset describes a gas-phase ion, C4H11N2 (charge +1). The level of theory is wB97M-V/def2-TZVPD.

ORCA input file:
```
! RIJCOSX wB97M-V def2-TZVPD def2/J DEFGRID3
* xyz 1 1
N -1.26 1.37 0.03
N -2.07 -1.25 0.14
C 1.21 0.78 0.02
C -0.24 0.33 -0.02
C -0.72 -0.93 0.23
C 2.13 -0.44 -0.30
H -2.26 -1.68 -0.74
H 2.26 -1.05 0.53
H -0.02 -1.64 0.63
H -1.28 2.08 -0.72
H -1.22 1.98 0.87
H 1.78 -1.06 -1.12
H -2.15 -1.96 0.84
H -2.18 0.80 0.02
H 3.17 -0.05 -0.58
H 1.28 1.52 -0.81
H 1.57 1.22 1.00
*
```

## Properties
SMILES string   CC/C([NH3+])=C/N
Lowest unoccupied orbital energy   -3.5 eV
HOMO energy   -0.50883 Ha
HOMO-LUMO gap   10.32 eV

It turns out c is the most stable, with the second structure 5.8 kJ/mol higher.

a.
This record from the Open Molecules 2025 dataset describes a gas-phase ion, C4H11N2 (charge +1). The level of theory is wB97M-V/def2-TZVPD.

ORCA input file:
```
! RIJCOSX wB97M-V def2-TZVPD def2/J DEFGRID3
* xyz 1 1
N 0.56 0.53 -1.13
N 2.32 0.14 0.75
C -2.42 0.49 -0.32
C -0.01 -0.22 0.09
C -1.38 -0.69 -0.05
C 0.98 -0.48 0.93
H -1.73 -1.23 0.84
H 0.00 0.38 -2.05
H -2.31 1.12 0.62
H 0.84 -1.34 1.62
H 1.39 0.03 -1.41
H -3.51 0.21 -0.37
H -2.12 0.95 -1.20
H 0.56 1.53 -0.95
H -1.54 -1.41 -0.95
H 2.26 1.03 1.40
H 3.00 -0.47 1.22
*
```

## Properties
SMILES string   CC/C([NH3+])=C/N
Lowest unoccupied orbital energy   -3.6 eV
HOMO energy   -0.51128 Ha
HOMO-LUMO gap   10.30 eV

b.
This record from the Open Molecules 2025 dataset describes a gas-phase ion, C4H11N2 (charge +1). The level of theory is wB97M-V/def2-TZVPD.

ORCA input file:
```
! RIJCOSX wB97M-V def2-TZVPD def2/J DEFGRID3
* xyz 1 1
N -1.58 -1.10 -0.79
N 0.21 0.16 0.33
C 1.06 -1.08 0.10
C -1.33 0.04 -0.01
C 1.28 -0.05 -0.96
C 0.57 1.35 1.18
H 1.73 -1.32 0.81
H -1.85 -0.06 0.90
H 0.36 -1.81 -0.21
H 1.94 0.82 -1.00
H 1.66 1.64 0.96
H 0.59 1.22 2.21
H -1.63 -0.96 -1.78
H 0.89 -0.37 -2.00
H -2.31 -1.67 -0.41
H -0.09 2.17 1.08
H -1.52 1.05 -0.42
*
```

## Properties
SMILES string   C[N+]1(CN)CC1
Lowest unoccupied orbital energy   -2.8 eV
HOMO energy   -0.54177 Ha
HOMO-LUMO gap   11.97 eV

c.
This record from the Open Molecules 2025 dataset describes a gas-phase ion, C4H11N2 (charge +1). The level of theory is wB97M-V/def2-TZVPD.

ORCA input file:
```
! RIJCOSX wB97M-V def2-TZVPD def2/J DEFGRID3
* xyz 1 1
N -0.80 0.18 -0.01
N 0.57 0.16 -0.22
C 1.37 1.45 -0.01
C -1.27 -1.17 0.19
C -1.71 1.14 -0.27
C 1.31 -1.04 0.05
H 2.04 1.40 -0.88
H 1.84 1.16 0.95
H -1.35 2.17 -0.59
H 0.98 -1.82 -0.67
H 0.99 -1.38 1.01
H -0.98 -1.69 -0.70
H 0.58 2.31 0.04
H -2.68 0.93 -0.26
H -2.43 -1.26 0.27
H 2.32 -0.86 0.16
H -0.77 -1.68 0.95
*
```

## Properties
SMILES string   C=[N+](C)N(C)C
Lowest unoccupied orbital energy   -4.6 eV
HOMO energy   -0.50007 Ha
HOMO-LUMO gap   9.00 eV

d.
This record from the Open Molecules 2025 dataset describes 2 unconnected molecules or ions with the total composition C4H11N2. The level of theory is wB97M-V/def2-TZVPD.

ORCA input file:
```
! RIJCOSX wB97M-V def2-TZVPD def2/J DEFGRID3
* xyz 1 1
N -2.33 -0.88 1.60
N -0.18 1.01 -0.77
C -2.04 -0.02 0.42
C 3.04 0.53 -0.89
C -0.72 0.17 0.14
C 2.49 -0.72 -0.83
H 3.03 -1.44 -0.22
H -1.49 -1.10 2.10
H -2.89 0.44 -0.05
H -2.77 -1.76 1.34
H -0.85 1.54 -1.32
H 0.75 1.38 -0.56
H 0.02 -0.41 0.72
H 2.57 1.33 -1.52
H 1.52 -1.01 -1.12
H -2.91 -0.37 2.22
H 3.96 0.77 -0.38
*
```

## Properties
Lowest unoccupied orbital energy   -3.6 eV
HOMO energy   -0.48214 Ha
HOMO-LUMO gap   9.56 eV

It turns out a is the most stable, with the second structure 34.7 kJ/mol higher.

a.
This record from the Open Molecules 2025 dataset describes a gas-phase ion, C4H11N2 (charge +1). The level of theory is wB97M-V/def2-TZVPD.

ORCA input file:
```
! RIJCOSX wB97M-V def2-TZVPD def2/J DEFGRID3
* xyz 1 1
N -1.47 0.91 -0.47
N 2.07 0.03 0.89
C -0.10 1.19 0.39
C 0.25 -1.32 0.18
C -0.14 -2.10 -0.80
C 0.87 0.13 0.04
H -2.11 1.62 -0.22
H 0.06 2.19 0.16
H 1.89 -0.12 1.91
H 1.31 0.23 -0.98
H 0.51 -1.65 1.13
H -0.76 -3.00 -0.64
H -0.51 1.14 1.45
H -1.70 -0.03 -0.35
H 2.86 0.53 0.58
H -0.10 -1.79 -1.85
H -1.27 1.02 -1.47
*
```

## Properties
SMILES string   C=C[C@H](N)C[NH3+]
Lowest unoccupied orbital energy   -3.5 eV
HOMO energy   -0.48371 Ha
HOMO-LUMO gap   9.63 eV

b.
This record from the Open Molecules 2025 dataset describes 2 unconnected molecules or ions with the total composition C4H11N2. The level of theory is wB97M-V/def2-TZVPD.

ORCA input file:
```
! RIJCOSX wB97M-V def2-TZVPD def2/J DEFGRID3
* xyz 1 1
N -2.00 0.02 -0.52
N -0.03 -1.17 -0.19
C -1.15 -0.29 0.34
C -3.18 0.77 -0.29
C 2.93 0.66 -0.52
C 2.80 -0.11 0.65
H -4.04 0.35 -0.81
H -1.13 -0.34 1.43
H -0.31 -1.22 -1.14
H -3.57 0.84 0.80
H 2.58 1.77 -0.38
H 2.62 0.45 1.55
H 0.97 -0.84 -0.20
H 3.15 -1.02 0.82
H 0.05 -2.00 0.42
H 3.35 0.31 -1.46
H -3.04 1.82 -0.51
*
```

## Properties
Lowest unoccupied orbital energy   -3.5 eV
HOMO energy   -0.52145 Ha
HOMO-LUMO gap   10.68 eV

It turns out a is the most stable, with the second structure 97.1 kJ/mol higher.